ORCA calculation (the ωB97M-V functional and the def2-TZVPD basis) on a cluster of 2 separate species, C35H30O5S2 in total.

```
72
Properties=species:S:1:pos:R:3:forces:R:3
C 4.233322 -3.276009 3.039391 -0.197 0.147 -0.134
C 2.890667 -3.566195 3.318363 -0.041 0.246 -0.191
C 1.895231 -2.643845 2.992773 0.285 0.347 -0.034
C 2.238126 -1.386740 2.439005 0.536 -0.725 0.089
C 1.204510 -0.391654 2.155935 -0.900 0.287 -0.854
C -0.074886 -0.845482 1.765363 1.175 -0.671 -0.519
C -1.227063 -0.100442 1.719310 -1.006 1.587 1.512
C -2.541605 -0.564956 2.097368 -0.845 -0.655 -0.137
C -3.547143 0.363425 2.491253 0.330 -0.255 -0.175
C -4.810958 -0.059227 2.887161 0.027 -0.329 -0.070
C -5.118564 -1.429890 2.900297 0.207 0.056 0.044
C -4.128755 -2.365474 2.568209 0.039 0.095 -0.056
C -2.856763 -1.943165 2.173087 -0.301 0.301 0.089
C 1.533796 1.026074 2.357842 0.586 0.966 0.562
C 0.883533 2.055311 1.654814 -0.468 -0.178 -0.181
C 1.088287 3.400099 1.932941 0.288 0.057 0.276
C 2.065679 3.783605 2.858032 -0.078 -0.618 -0.060
C 2.803922 2.787553 3.516625 -0.209 0.249 -0.102
C 2.522733 1.441905 3.300688 -0.289 -0.443 -0.223
C 3.599251 -1.119161 2.158878 -0.209 0.069 0.038
C 4.587343 -2.059721 2.437436 -0.371 -0.109 0.109
H 5.001141 -4.009065 3.278177 -0.134 0.158 -0.031
H 2.603155 -4.510669 3.787133 0.204 0.303 -0.183
H 0.845176 -2.859902 3.205771 0.415 0.035 0.022
H -0.159541 -1.912795 1.532218 0.078 0.342 0.353
H -1.155656 0.979076 1.717697 -0.015 -0.270 0.432
H -3.299932 1.425426 2.512248 -0.066 -0.212 -0.100
H -5.570996 0.665905 3.190857 0.330 -0.214 -0.138
H -6.122913 -1.766281 3.195793 0.567 0.171 -0.152
H -4.354860 -3.436307 2.621061 0.108 0.463 -0.066
H -2.087056 -2.675573 1.938421 -0.271 0.089 -0.036
H 0.189259 1.790471 0.855310 0.387 0.204 0.281
H 0.481750 4.148623 1.417868 0.306 -0.226 0.071
H 2.252489 4.835582 3.057810 -0.008 -0.185 -0.013
H 3.591021 3.075501 4.218414 -0.308 -0.163 -0.200
H 3.072946 0.686854 3.873382 -0.286 0.342 -0.218
H 3.871920 -0.160840 1.706225 -0.145 -0.432 0.083
H 5.624626 -1.826517 2.184542 -0.349 -0.191 0.143
C -2.990137 1.129326 -0.882414 1.314 -0.256 0.055
O -1.546734 0.857511 -0.561822 -1.785 0.589 1.659
C -0.772653 -0.012366 -1.211195 2.987 -2.031 -2.292
S 0.839419 0.661530 -1.821234 -1.857 -0.355 -0.673
C 0.530189 2.356794 -2.339650 0.621 0.229 -0.078
C -0.078368 2.617102 -3.572963 -0.204 0.022 0.349
C -0.466904 3.924606 -3.869476 0.185 -0.216 0.194
C -0.211313 4.954082 -2.961459 0.050 -0.068 0.030
C 0.504854 4.699192 -1.789642 0.028 0.034 -0.182
C 0.930406 3.405597 -1.508809 -0.397 -0.290 0.179
O 1.799107 0.706296 -0.736834 -0.089 0.127 -0.194
O 1.140504 -0.085261 -3.034265 0.461 0.199 0.764
S -1.564822 -0.967888 -2.543355 -0.095 1.660 -0.175
C -0.534529 -2.078777 -3.503808 0.331 -0.577 0.403
C -0.352136 -1.863595 -4.871801 -0.033 0.006 0.087
C 0.414233 -2.767319 -5.611224 -0.130 0.011 0.301
C 1.004902 -3.867316 -4.981636 -0.116 0.137 0.189
C 0.798650 -4.078580 -3.614289 -0.103 0.087 0.031
C 0.012956 -3.191591 -2.873474 0.044 0.032 -0.268
O -2.639539 -1.760946 -1.957892 0.541 0.358 -0.130
O -1.867909 0.089631 -3.500888 -1.041 -0.365 -0.541
H -3.341625 1.795472 -0.088001 0.232 -0.143 -0.230
H -3.013382 1.599418 -1.866373 -0.148 -0.075 0.126
H -3.528513 0.179691 -0.866860 0.023 0.196 -0.073
H -0.268294 1.805106 -4.269906 -0.067 0.106 0.260
H -0.984947 4.116651 -4.806867 0.141 0.068 0.186
H -0.547561 5.963322 -3.184441 0.043 -0.134 0.053
H 0.733790 5.498361 -1.083575 0.005 -0.096 -0.300
H 1.546516 3.188607 -0.634218 -0.310 0.041 -0.274
H -0.805615 -0.996517 -5.350420 0.144 -0.204 0.233
H 0.548484 -2.599520 -6.681242 -0.002 -0.071 0.329
H 1.626173 -4.556837 -5.557201 -0.212 0.191 0.197
H 1.242669 -4.936552 -3.108733 -0.077 0.192 -0.207
H -0.181089 -3.340746 -1.811758 0.147 -0.044 -0.237
```
Forces are in eV/Å.

## Properties
strongest force on any atom = 4.28 eV Å⁻¹
spin multiplicity = 1
molar mass = 594.8 g/mol
electronic energy = -68683.4260 eV

Atomic partial charges in e from the Mulliken method, atoms 1 to 5:
1 C -0.37
2 C -0.79
3 C -0.34
4 C -0.35
5 C 0.97